(1)
Here is C4H4Cl4 in the gas phase from the Open Molecules 2025 dataset. Energies are from the ωB97M-V functional and the def2-TZVPD basis.

Summary:
* calculated total energy: -1995.5328 Ha
* SMILES: CC(=C(Cl)Cl)C(Cl)Cl
* frontier orbital gap: 10.225 eV
* energy relative to the best compared isomer or geometry (same formula, charge and spin): 79.8 kJ/mol

ORCA input file:
```
! wB97M-V def2-TZVPD RIJCOSX def2/J DEFGRID3
* xyz 0 1
C -0.05 0.74 0.34
C -0.66 -0.65 0.27
C -1.95 -0.85 0.03
Cl -2.68 -2.48 0.08
Cl -3.06 0.39 -0.38
C 0.45 -1.93 0.16
Cl 1.06 -1.66 -1.46
Cl 1.66 -2.01 1.39
H 0.92 0.63 0.98
H -0.91 1.23 0.73
H 0.22 1.11 -0.68
H -0.19 -2.79 -0.03
*
```

(2)
Here is a gas-phase ion, C4H4ClF3NO2 (charge +1) from the Open Molecules 2025 dataset. Energies are from the ωB97M-V functional and the def2-TZVPD basis.

Summary:
* calculated total energy: -1119.5386 Ha
* SMILES: [NH3+]/C(C(=O)Cl)=C(/O)C(F)(F)F
* frontier orbital gap: 10.221 eV
* energy relative to the best compared isomer or geometry (same formula, charge and spin): 0.0 kJ/mol

ORCA input file:
```
! wB97M-V def2-TZVPD RIJCOSX def2/J DEFGRID3
* xyz 1 1
N -0.62 -1.42 -0.15
C -0.56 0.04 -0.06
C -1.94 0.89 0.04
O -2.03 2.10 0.10
Cl -3.37 -0.20 0.06
C 0.58 0.74 -0.01
O 0.76 1.99 0.22
C 1.92 -0.09 -0.09
F 3.00 0.66 0.11
F 2.13 -0.79 -1.23
F 1.82 -1.04 0.90
H 0.08 -1.66 -0.97
H -1.61 -1.55 -0.19
H -0.10 -2.09 0.61
H -0.05 2.43 0.66
*
```